A molecular structure, C39H33Cl2N3O5STeZr, computed with ωB97M-V/def2-TZVPD.

```
85
Properties=species:S:1:pos:R:3
Zr -0.29700 0.43550 0.10870
N 1.68610 0.07110 -1.27440
C 1.64700 0.89400 -2.48940
C 0.71610 2.11840 -2.28780
O 0.81530 3.08470 -3.03050
N -0.13550 1.95380 -1.27370
C -0.91920 3.09940 -0.85160
C -1.09990 3.03760 0.68070
O -1.67940 3.90970 1.28770
O -0.58660 1.98030 1.23700
H 2.38650 0.44970 -0.62240
H 2.02130 -0.86500 -1.51070
H 1.26560 0.30230 -3.33180
H 2.63740 1.27640 -2.77240
H -1.92370 3.10490 -1.30420
H -0.42290 4.03730 -1.13410
Cl -0.84910 -0.99320 -1.98670
C -2.52300 -1.48320 -1.98540
C -2.92330 -2.53560 -2.78660
C -4.26270 -2.88960 -2.81730
C -5.16940 -2.19340 -2.03180
C -4.74450 -1.16270 -1.22140
Cl -5.88140 -0.34410 -0.23650
C -3.39770 -0.74610 -1.17470
S -2.89180 0.62810 -0.25860
H -2.19520 -3.05650 -3.38770
H -4.60150 -3.68550 -3.45790
H -6.22020 -2.43650 -2.05160
C 1.79540 -1.46370 6.62900
C 1.66440 -1.10580 5.18070
C 2.77580 -0.74760 4.43460
C 2.68170 -0.33590 3.10630
C 3.83890 0.06730 2.29000
O 3.82010 0.04530 1.06670
C 5.05740 0.47790 3.03170
C 6.29680 0.09300 2.52780
C 7.45590 0.40070 3.21300
C 7.38680 1.11070 4.40150
C 6.15980 1.53420 4.88650
C 4.99720 1.22650 4.20610
C 1.41390 -0.33440 2.47660
O 1.26650 0.06890 1.25620
C 0.29130 -0.79420 3.22530
C 0.41630 -1.12910 4.55990
C -0.95740 -0.80180 2.44660
N -1.03560 -1.41460 1.29500
C -0.00960 -2.39800 0.96300
C -0.62320 -3.54780 0.19450
Te 0.93600 -4.88730 -0.49560
C 2.15920 -3.44000 -1.51620
C 3.29070 -2.90450 -0.91350
C 4.14030 -2.07870 -1.63540
C 3.86910 -1.78660 -2.96370
C 2.73120 -2.30600 -3.56270
C 1.88170 -3.12740 -2.84070
C -2.04270 0.06530 2.89300
C -3.36730 -0.18270 2.51680
C -4.36090 0.70820 2.88250
C -4.03870 1.87000 3.56570
C -2.72980 2.11490 3.95640
C -1.73830 1.20820 3.64610
H 2.83500 -1.43250 6.94380
H 1.39950 -2.45940 6.82120
H 1.23390 -0.75590 7.23740
H 3.74870 -0.80940 4.89680
H 6.33280 -0.46250 1.60140
H 8.41280 0.08710 2.82280
H 8.28950 1.34090 4.94560
H 6.10570 2.10450 5.80190
H 4.04360 1.58090 4.57000
H -0.45980 -1.44370 5.11240
H 0.47460 -2.78820 1.87370
H 0.78070 -1.93190 0.34380
H -1.21210 -3.19860 -0.64670
H -1.26640 -4.14280 0.83660
H 3.52360 -3.13220 0.11730
H 5.01630 -1.66510 -1.15920
H 4.54200 -1.15890 -3.52880
H 2.51390 -2.08890 -4.59850
H 1.00660 -3.54540 -3.31730
H -3.59530 -1.08270 1.95980
H -5.38460 0.51230 2.60330
H -4.80690 2.59130 3.79720
H -2.47640 3.02300 4.48010
H -0.71440 1.40200 3.93550
```

Its energy above the lowest of the compared OMol25 structures with the same formula, charge and spin is 2.059 eV. As for the total energy: -100144.9314 eV. The value obtained for the orbital gap is 6.72 eV. Its net charge is 0.

Mulliken atomic charge list, values in e, 5 entries: -0.239, 0.993, -0.423, 0.304, -0.731

---

3 unconnected molecules or ions with the total composition C15H25BN2O8P, computed with ωB97M-V/def2-TZVPD.

```
52
Properties=species:S:1:pos:R:3
C -4.84153 1.83102 2.59373
O -3.74344 0.87254 2.60779
B -3.83073 0.05962 1.49197
O -4.79243 -0.97029 1.41040
N -2.87467 0.19542 0.29507
C -3.09017 1.27062 -0.49784
C -2.20954 1.44793 -1.68029
P -2.34233 2.84498 -2.90786
C -3.84578 2.69317 -4.01741
C -2.22160 4.51405 -2.06935
C -1.15131 0.43866 -1.86558
C -1.13698 -0.65060 -0.84461
N -1.98467 -0.75873 0.17952
H -5.77236 1.38320 2.14386
H -5.11583 2.12758 3.63313
H -4.49211 2.71139 1.99112
H -5.45711 -0.64992 0.77043
H -3.88287 2.02806 -0.30938
H -4.36041 3.69084 -4.03387
H -3.49638 2.51313 -5.06780
H -4.54176 1.88397 -3.68046
H -3.17770 5.08974 -2.11224
H -1.41707 5.10948 -2.55968
H -1.91728 4.37789 -0.99979
H -0.41859 0.49877 -2.71379
H -0.34527 -1.42472 -0.95625
C 3.54336 0.38760 0.63625
C 3.57937 0.84441 -0.80353
C 3.79804 2.32239 -0.96873
O 3.12887 2.59630 -2.20393
C 2.16487 1.65775 -2.34903
O 1.29814 1.70229 -3.17237
O 2.30402 0.65984 -1.43768
H 2.65815 0.77586 1.14854
H 3.48126 -0.69976 0.68500
H 4.43559 0.70467 1.17680
H 4.32307 0.26841 -1.36205
H 4.85386 2.58059 -1.03713
H 3.33574 2.92278 -0.18035
C 1.72273 -5.04166 3.17233
C 2.57947 -4.64219 1.99250
C 3.91925 -5.32476 1.95624
O 4.73434 -4.36490 1.28226
C 4.18287 -3.14533 1.50845
O 4.71345 -2.10826 1.25117
O 2.94893 -3.26033 2.06945
H 2.15284 -4.68021 4.10854
H 0.73187 -4.59099 3.08920
H 1.60494 -6.12488 3.22799
H 2.03027 -4.79586 1.05812
H 3.89234 -6.26313 1.40353
H 4.34231 -5.50843 2.94762
```

As for the total energy: -45279.6088 eV. The value obtained for the orbital gap is 6.47 eV. Its net charge is +1.

Mulliken atomic charge list, values in e, 5 entries: -0.574, -0.346, 0.404, -0.415, 0.792

---

A molecular structure, C46H58Cl4GeInNO6SSe, computed with ωB97M-V/def2-TZVPD.

```
119
Properties=species:S:1:pos:R:3
In -1.45470 -0.06318 -0.70812
C 0.24166 -5.34970 4.96360
C -1.13023 -4.66942 4.74326
C -2.20959 -5.75318 4.73797
C -1.37887 -3.71789 5.93034
C -1.11676 -3.92026 3.40917
C -1.30056 -2.56301 3.27488
C -1.29313 -1.95472 2.02861
Se -1.41422 -0.04471 1.98673
C 0.42421 0.41346 1.94159
C 1.01288 0.61055 3.17067
C 2.36341 0.88751 3.29999
C 3.06147 0.93158 2.10836
C 2.53014 0.74681 0.83165
C 1.14099 0.50254 0.72761
O 0.58416 0.33075 -0.44065
C 3.52366 0.76210 -0.35081
C 2.92567 0.53535 -1.74121
C 4.58085 -0.34207 -0.12162
C 4.25492 2.11077 -0.37427
C 2.95647 1.11040 4.68574
C 4.46864 1.31986 4.62059
C 2.68822 -0.09871 5.58683
C 2.31949 2.36164 5.31444
C -1.07388 -2.65955 0.83611
O -1.04252 -2.09981 -0.35115
C -0.83343 -4.05389 0.95624
C -0.87322 -4.62138 2.20916
C -0.57430 -4.89716 -0.30486
C -1.80599 -4.81874 -1.21952
C 0.67403 -4.42755 -1.05650
C -0.36093 -6.38122 0.02123
H 0.24215 -5.88172 5.91511
H 0.46017 -6.06512 4.17201
H 1.03678 -4.58956 4.97900
H -2.23420 -6.27050 5.70174
H -3.19177 -5.32574 4.56925
H -2.03052 -6.51218 3.96731
H -1.34603 -4.28719 6.85866
H -0.62985 -2.93254 6.00500
H -2.36557 -3.25437 5.86201
H -1.43471 -1.94996 4.15542
H 0.35162 0.55937 4.02507
H 4.12765 1.11745 2.15338
H 2.45121 -0.44385 -1.82217
H 2.15595 1.25810 -1.98867
H 3.73646 0.59844 -2.47942
H 4.11266 -1.31595 -0.15192
H 5.33644 -0.28889 -0.91997
H 5.07369 -0.23186 0.85478
H 3.56278 2.93457 -0.54991
H 4.78792 2.31444 0.56415
H 4.98940 2.10234 -1.17726
H 4.95675 0.45742 4.17559
H 4.71751 2.20929 4.01632
H 4.87720 1.45786 5.62774
H 3.16047 -0.99929 5.19111
H 3.08781 0.08165 6.58661
H 1.62017 -0.30339 5.66067
H 2.51225 3.23087 4.69022
H 1.23709 2.26256 5.38707
H 2.70855 2.52627 6.32769
H -0.68997 -5.70008 2.26578
H -2.03600 -3.78865 -1.49801
H -1.61883 -5.38902 -2.12741
H -2.67895 -5.26408 -0.74068
H 0.61617 -3.36641 -1.29310
H 1.58322 -4.61267 -0.46944
H 0.76268 -4.99850 -1.98101
H -1.22243 -6.84704 0.51362
H -0.15223 -6.92013 -0.90934
H 0.50542 -6.52586 0.68026
Cl -4.06370 3.82526 0.60428
Ge -4.57777 2.43431 -0.92845
Cl -6.56517 1.95553 -0.53688
Cl -4.69045 3.68658 -2.63959
C -3.70400 -0.53379 -7.60144
C -2.38073 0.20284 -7.63138
C -2.02275 1.00933 -8.69742
C -0.79280 1.65850 -8.70156
Cl -0.34374 2.68428 -10.05650
C 0.11502 1.48221 -7.67912
C -0.22086 0.64902 -6.61206
C -1.45807 0.04294 -6.58931
O -1.76832 -0.78940 -5.56107
C -2.72876 -0.25340 -4.65290
C -2.14717 0.11315 -3.32683
O -1.25519 -0.62374 -2.80905
O -2.63559 1.10339 -2.73623
H -4.08233 -0.74410 -8.61262
H -4.48058 0.02442 -7.07022
H -3.60930 -1.47877 -7.08658
H -2.68099 1.12317 -9.54176
H 1.07521 1.99421 -7.73531
H 0.46509 0.51637 -5.78529
H -3.46213 -1.03068 -4.43762
H -3.24702 0.60262 -5.05926
N -4.69424 -1.13095 -0.50457
C -3.67575 -0.56362 -0.57004
C 0.64057 8.53253 0.62735
C 0.02072 7.22185 0.21922
C -1.16704 7.17958 -0.50030
C -1.70474 5.95787 -0.89000
C -0.99317 4.81580 -0.57975
C 0.16034 4.82627 0.18012
C 0.65785 6.03636 0.59666
S -1.54387 3.30161 -1.25628
C -0.26480 3.06458 -2.49952
O -1.35248 2.21340 -0.25062
H -0.08082 9.35100 0.63480
H 1.45606 8.81800 -0.04935
H 1.05979 8.49557 1.62742
H -1.68933 8.10561 -0.73058
H -2.64125 5.88994 -1.42980
H 0.65751 3.89564 0.44908
H 1.56064 6.06639 1.19686
H 0.74199 3.14352 -2.10335
H -0.45595 3.80800 -3.27333
H -0.45751 2.08363 -2.92324
```

Its energy above the lowest of the compared OMol25 structures with the same formula, charge and spin is 0.775 eV. The multiplicity is 2. As for the total energy: -250386.5992 eV. As for the expectation value of S²: 0.75. The value obtained for the orbital gap (spin up / spin down) is 6.91 / 5.24 eV. Its net charge is -1.

Mulliken atomic charge list, values in e, 5 entries: 1.959, -1.596, 2.063, -1.711, -2.037

---

A molecular structure, C2H2HgO3, computed with ωB97M-V/def2-TZVPD.

```
8
Properties=species:S:1:pos:R:3
O 3.30512 0.91341 -0.41670
C 2.65337 -0.02874 -0.32985
O -2.03813 -0.42838 0.20751
C -1.04470 0.42758 -0.07438
O 0.15685 -0.65066 0.05094
H -0.93446 1.26212 0.64621
H -1.04578 0.82530 -1.10974
Hg -1.05227 -2.32064 1.02601
```

Its energy above the lowest of the compared OMol25 structures with the same formula, charge and spin is 2.131 eV. The multiplicity is 3. As for the total energy: -12418.7835 eV. As for the expectation value of S²: 2.02. The value obtained for the orbital gap (spin up / spin down) is 9.56 / 7.91 eV. Its net charge is 0.

Mulliken atomic charge list, values in e, 5 entries: -0.189, 0.189, -0.618, 0.200, -0.525

---

Among the records above, which one has the highest net charge?
C15H25BN2O8P

---

What is the net charge in the third record?
-1

---

Which of these has the lowest net charge?
C46H58Cl4GeInNO6SSe

---

What is the formula in the fourth record?
C2H2HgO3